# 1
19
Properties=species:S:1:pos:R:3:forces:R:3:mulliken_charge:R:1 method="wB97M-V/def2-TZVPD" multiplicity=5 homo_energy_ev="-0.2 / -0.3" total_charge=-2 de_lowest_kj_mol=0.00 homo_lumo_gap_ha="0.228 / 0.191"
Bi 0.4564 1.0894 -2.5415 -0.37 0.60 0.10 0.27
Cl 1.5035 -2.3453 -0.5036 0.12 -0.07 0.14 -0.86
C 2.4475 1.0356 -1.4107 0.27 -0.54 -0.61 -0.99
C -0.6108 -0.9250 -2.7070 -0.36 0.72 0.00 -1.00
H 3.1723 1.3837 -2.2069 -0.59 -0.37 1.01 0.33
H 2.4868 1.6634 -0.5020 -0.25 -0.20 -0.58 0.26
H 2.5870 -0.0267 -1.1420 0.21 0.47 -0.07 0.19
H -0.8722 -1.0220 -3.7744 0.00 0.00 0.43 0.33
H -1.4896 -1.0043 -2.0377 0.46 0.28 -0.42 0.27
H 0.1227 -1.6216 -2.3799 0.47 -0.88 0.15 0.18
Fe -0.0011 0.2649 1.8131 1.18 -0.26 -0.16 0.35
C -1.5312 -0.8380 2.2884 -1.79 -1.56 0.71 -0.89
C -1.4343 1.2824 2.0837 -2.79 3.97 -4.05 -0.78
H -2.5454 -0.7113 1.7921 1.39 -0.24 0.63 0.31
H -1.2287 -1.8902 2.1284 0.23 -0.02 0.07 0.33
H -1.6648 -0.6212 3.3807 0.01 -0.66 -0.93 0.19
H -2.0172 1.1042 1.0374 0.04 -0.04 2.07 0.00
H -1.0331 2.2836 1.4640 1.04 -1.25 1.40 0.13
Cl 1.6522 0.8987 3.2181 0.73 0.07 0.12 -0.64

---

# 2
21
Properties=species:S:1:pos:R:3:forces:R:3:mulliken_charge:R:1 method="wB97M-V/def2-TZVPD" multiplicity=3 homo_energy_ev="2.2 / 1.1" total_charge=-2 de_lowest_kj_mol=0.00 homo_lumo_gap_ha="0.147 / 0.162"
Bi 0.0546 1.2541 -1.0426 1.44 -0.71 0.03 1.09
Cl -1.7687 0.1430 0.2938 -1.97 0.72 0.26 -0.46
C -0.6555 0.6554 -3.1078 1.13 1.10 -0.73 -1.78
C -0.0679 3.2018 0.0458 0.82 0.60 -1.00 -1.74
H -0.2552 1.5719 -3.5323 -0.36 -0.34 -0.61 0.40
H -0.0664 -0.2097 -3.2041 0.38 -1.20 -0.62 0.40
H -1.6676 0.6010 -2.9038 -1.96 -0.34 -0.23 0.41
H 0.2609 3.7556 -0.8272 -0.10 0.60 0.46 0.38
H 0.6550 3.0046 0.7831 0.70 0.31 1.20 0.41
H -1.0793 3.1944 0.2744 -1.66 0.58 0.76 0.38
Ni 0.2824 -1.1449 0.5817 -0.16 -0.59 1.30 -0.17
C 0.6341 -1.4727 2.6242 0.43 0.50 -0.64 -1.06
C 1.6046 -0.0617 -0.2184 0.69 1.25 0.15 -0.90
H 1.5974 -1.0391 2.8264 0.71 0.15 0.64 0.24
H -0.1562 -0.9995 3.2096 -0.12 0.13 -0.04 0.17
H 0.6044 -2.5470 2.7730 0.18 -0.23 0.12 0.25
H 2.2383 0.7006 0.3393 -0.10 -1.30 -0.86 0.32
H 1.9544 -0.5067 -1.1659 0.78 0.20 0.42 0.29
O -1.9490 -4.2243 0.7587 -2.71 -3.51 0.49 -0.52
N -1.1040 -3.4631 0.4135 1.70 1.26 -0.96 0.09
O -1.1163 -2.4137 1.0786 0.17 0.81 -0.16 -0.21

---

# 3
18
Properties=species:S:1:pos:R:3:forces:R:3:mulliken_charge:R:1 method="wB97M-V/def2-TZVPD" homo_energy_ev=-14.1 total_charge=+1 de_lowest_kj_mol=138.88 smiles=CC(C)(Br)[C@H]([NH3+])O homo_lumo_gap_ha=0.375
C -0.2058 1.2079 1.2202 -2.16 1.12 0.95 -1.35
C -0.7774 0.4617 0.0792 0.65 -3.43 -0.98 0.26
C -0.3775 1.0964 -1.2257 0.33 0.86 -0.05 -0.97
Br -2.8123 -0.0019 0.0240 2.12 0.58 0.40 -0.04
C -0.0346 -1.2266 0.1729 -3.42 2.11 1.73 -0.14
N 1.4646 -1.0916 0.3381 2.12 -0.81 -1.52 -0.36
O -0.2077 -1.9221 -0.9743 1.15 -0.44 -0.53 -0.51
H -0.4378 0.6575 2.1448 0.08 0.78 0.06 0.36
H 0.8465 1.3115 1.1062 1.09 -0.06 -0.18 0.41
H -0.5750 2.2839 1.1756 0.17 -1.41 0.62 0.39
H -0.9979 0.7929 -2.0675 0.71 -0.65 -0.20 0.32
H -0.5820 2.1971 -1.2192 0.41 -0.74 0.41 0.39
H 0.7586 0.9633 -1.3047 -1.51 0.30 -0.63 0.29
H -0.5523 -1.7170 1.0708 1.16 0.68 -0.96 0.44
H 2.0237 -2.0288 0.0411 -1.80 2.46 0.84 0.43
H 1.6373 -0.3959 -0.4521 0.52 -0.94 1.15 0.31
H 1.9168 -0.7165 1.2377 -1.38 -0.68 -1.44 0.38
H -1.0872 -1.8719 -1.3670 -0.24 0.27 0.35 0.38

---

# 4
18
Properties=species:S:1:pos:R:3:forces:R:3:mulliken_charge:R:1 method="wB97M-V/def2-TZVPD" homo_energy_ev=-13.1 total_charge=+1 de_lowest_kj_mol=321.79 homo_lumo_gap_ha=0.339
C -1.4250 -1.1922 -1.5459 -0.80 -3.18 2.14 -1.15
C -1.9533 -0.9045 0.9312 -2.05 0.72 -0.21 -1.38
C 2.0411 0.6272 0.3932 0.00 -2.08 -0.28 -0.24
C -0.9099 -0.9270 -0.1308 -1.95 1.60 -0.62 0.18
N 2.3589 1.9790 0.9611 -2.84 1.57 0.69 -0.25
O 2.3721 0.6224 -0.8609 1.59 0.73 -0.53 -0.33
Br -0.2360 1.0188 -0.0900 -1.46 0.11 -0.09 -0.13
H -1.3792 -2.3340 -1.7238 0.21 1.86 -0.01 0.34
H -2.4601 -0.9256 -1.6628 -0.57 0.17 0.37 0.32
H -0.9380 -0.6196 -2.2324 1.77 0.97 -2.16 0.45
H -1.5421 -0.5581 1.8655 0.14 -0.85 0.64 0.41
H -2.7434 -0.1360 0.7633 0.56 -0.37 -0.45 0.39
H -2.5488 -1.8385 0.9019 0.74 0.13 0.58 0.37
H -0.1056 -1.4831 0.2308 1.73 -0.77 -0.01 0.46
H 2.8184 2.7058 0.4460 0.65 0.43 -1.14 0.33
H 1.3940 2.4221 1.2320 2.15 -1.09 -0.13 0.38
H 2.8907 1.8024 1.7944 0.24 -0.06 0.73 0.41
H 2.3660 -0.2592 -1.2727 -0.11 0.11 0.48 0.43

---

# 5
17
Properties=species:S:1:pos:R:3:forces:R:3:mulliken_charge:R:1 method="wB97M-V/def2-TZVPD" homo_energy_ev=-14.2 total_charge=+1 de_lowest_kj_mol=142.90 homo_lumo_gap_ha=0.364
C -1.1038 -0.9665 -0.8587 0.11 0.16 0.08 -1.10
C 1.2316 -1.1349 0.9439 -0.24 0.17 -0.20 -1.13
C -0.3636 1.3415 0.8667 0.11 -0.20 -0.21 -1.15
C 1.2506 0.6427 -1.4528 -3.46 2.21 -1.39 -0.71
P 0.2547 -0.0401 -0.1176 0.11 -0.10 0.11 0.98
Br 1.8463 -0.5877 -2.7491 0.04 0.05 0.10 0.01
H -0.7450 -1.5158 -1.7316 0.01 0.04 0.10 0.38
H -1.8859 -0.2697 -1.1679 0.07 -0.05 0.00 0.37
H -1.5116 -1.6741 -0.1356 0.02 0.07 0.02 0.37
H 0.5768 -1.5499 1.7125 0.02 0.01 -0.03 0.40
H 2.0302 -0.5724 1.4251 0.03 0.03 -0.03 0.38
H 1.6589 -1.9509 0.3604 -0.03 0.05 -0.04 0.36
H 0.4612 1.8396 1.3766 0.01 -0.03 -0.02 0.38
H -1.0705 0.9729 1.6079 -0.01 -0.06 0.05 0.38
H -0.8686 2.0533 0.2137 0.00 -0.03 0.02 0.38
H -0.0540 1.6230 -2.0760 3.15 -2.30 1.34 0.28
H 1.9757 1.4068 -1.2041 0.06 -0.03 0.10 0.43

---

# 6
17
Properties=species:S:1:pos:R:3:forces:R:3:mulliken_charge:R:1 method="wB97M-V/def2-TZVPD" homo_energy_ev="-13.5 / -14.7" total_charge=+1 de_lowest_kj_mol=491.37 homo_lumo_gap_ha="0.335 / 0.330"
C -0.0077 -0.0708 1.6922 -1.42 -0.37 1.85 -1.26
C -0.1778 1.7599 -0.3753 -1.64 0.37 2.16 -1.42
C -1.5157 -0.7915 -0.8029 2.72 3.31 -2.03 -1.16
C 1.5110 -0.5776 -0.8635 0.61 1.57 3.74 -0.76
P -0.0044 -0.0088 -0.1003 -0.14 0.95 -0.36 1.13
Br 3.1404 -0.0374 -0.0125 -1.22 -0.20 -0.48 0.01
H 0.8553 -0.4483 2.2126 0.26 -1.78 -0.36 0.40
H -1.0235 -0.4249 2.1125 1.76 -0.14 -0.83 0.35
H 0.1097 0.8437 2.2592 -0.45 1.38 -1.02 0.47
H -0.8751 2.2752 0.3683 1.00 -1.09 -0.55 0.40
H -0.5551 2.0907 -1.2674 -1.45 -0.12 -2.80 0.48
H 0.6959 2.3211 -0.4128 2.21 0.55 0.79 0.42
H -1.3600 -0.7650 -1.9432 -0.86 0.89 1.55 0.38
H -2.2724 -0.2109 -0.2983 -0.85 -0.36 -0.49 0.39
H -1.4144 -1.7796 -0.6733 -0.43 -3.77 1.41 0.44
H 1.1798 -3.0261 -0.2213 0.00 0.35 -0.03 0.08
H 1.7139 -1.1496 -1.6741 -0.08 -1.53 -2.54 0.65

---

# 7
22
Properties=species:S:1:pos:R:3:forces:R:3:mulliken_charge:R:1 method="wB97M-V/def2-TZVPD" homo_energy_ev=-13.3 total_charge=+1 homo_lumo_gap_ha=0.252
C -1.7645 0.5575 -1.0114 0.52 0.53 -0.95 -0.85
C -0.2687 0.6774 -0.2724 -1.05 -0.02 -0.56 -0.34
C 0.7280 -0.3047 -1.1380 -2.12 0.63 -1.17 -0.01
Cl 1.2662 0.4502 -2.7819 -0.97 -0.98 1.92 -0.06
S 2.2941 -0.8183 -0.2323 0.98 1.08 -0.80 0.31
Cl 3.9995 -0.0402 -1.2109 -1.66 -0.79 0.85 -0.01
P 2.3802 -2.9839 -0.5103 0.22 -3.80 2.30 0.31
N 2.3509 -3.7208 0.9305 0.02 3.43 -1.24 -0.56
H -2.5367 1.2784 -0.4833 1.75 -2.01 -0.99 0.16
H -1.6640 0.9616 -2.1252 -0.12 -0.86 2.35 0.29
H -2.1259 -0.5537 -1.0973 0.59 2.14 0.47 0.33
H -0.3946 0.3144 0.8408 0.66 0.61 -2.40 0.22
H 0.0186 1.8178 -0.3081 -0.14 -2.45 0.11 0.28
H 0.0941 -1.2901 -1.3658 1.73 1.97 0.43 0.25
H 1.1823 -3.3801 -1.2155 0.83 0.79 -0.40 0.17
H 3.5605 -3.3616 -1.3064 -1.10 0.90 0.16 0.20
H 2.3413 -2.9685 1.6796 0.13 -1.57 -0.64 0.24
C -2.2879 2.7637 2.4391 -0.01 0.41 0.31 -0.24
Cl -1.9607 1.0276 2.5036 -0.20 -0.05 0.45 -0.13
Cl -2.6738 3.2774 0.7922 -0.04 0.42 0.22 -0.14
H -3.1355 2.9904 3.0904 0.17 -0.17 -0.26 0.33
H -1.4033 3.3054 2.7827 -0.19 -0.20 -0.18 0.26

---

# 8
19
Properties=species:S:1:pos:R:3:forces:R:3:mulliken_charge:R:1 method="wB97M-V/def2-TZVPD" multiplicity=9 homo_energy_ev="-8.6 / -14.6" total_charge=+1 de_lowest_kj_mol=429.82 homo_lumo_gap_ha="0.204 / 0.215"
Fe -0.0079 -2.1977 3.2822 5.74 -2.47 4.02 0.11
Cl -1.5500 -1.7096 2.2719 -9.72 -6.40 -0.24 -0.25
C 0.8755 -1.5482 0.5312 -0.59 0.03 -0.88 -1.65
C 0.3051 -0.0865 0.4027 1.82 -2.11 1.56 0.72
C -0.5212 0.1988 -0.8988 -1.46 1.45 -0.36 -0.69
O -0.7920 1.5921 -1.1669 1.03 -2.44 -0.17 -0.30
C 0.1906 2.1098 -2.1076 -0.29 1.16 0.87 -0.67
N -0.4420 0.1614 1.5814 1.84 6.08 -4.41 -0.36
H 1.5889 -1.4927 1.3534 0.37 -0.33 -0.14 0.36
H 1.3013 -1.9524 -0.3872 0.72 0.62 0.00 0.42
H 0.1688 -2.3629 0.6887 -0.39 0.21 0.30 0.44
H 1.2334 0.4721 0.5228 -0.03 1.00 -0.75 0.33
H -1.4545 -0.3340 -0.7169 -0.34 0.32 -0.09 0.38
H -0.0891 -0.3154 -1.7573 0.65 0.14 0.14 0.42
H 0.0783 1.7745 -3.1386 -0.09 -0.55 0.26 0.30
H 1.1831 1.9580 -1.6832 0.16 -0.25 -0.32 0.31
H 0.0301 3.1879 -2.1190 -0.06 -0.06 0.03 0.27
H -0.9316 1.0420 1.5121 0.40 1.27 0.42 0.31
H -1.1668 -0.4970 1.8293 0.23 2.33 -0.23 0.56

---

# 9
22
Properties=species:S:1:pos:R:3:forces:R:3:mulliken_charge:R:1 method="wB97M-V/def2-TZVPD" multiplicity=3 homo_energy_ev="-18.9 / -18.9" total_charge=+3 homo_lumo_gap_ha="0.124 / 0.133"
I 3.7339 -2.5463 -2.3023 -0.10 -0.13 -0.25 0.49
I 1.5703 -3.6523 -3.1716 0.28 0.06 -0.10 0.50
W 0.0307 -0.2035 0.1056 1.69 -4.75 1.41 0.74
P -1.1214 1.5550 0.8608 -2.06 4.72 -0.40 0.58
C -1.3706 2.9533 -0.2641 -0.01 -0.06 0.09 -1.01
C -2.6958 0.8516 1.3728 -0.42 -0.79 -0.58 -1.14
H 0.1890 1.2091 2.8526 -0.16 -0.01 0.41 0.52
H -0.9299 2.6120 3.0164 0.01 -0.19 -0.10 0.37
H 0.5857 2.7313 2.0760 -0.13 0.10 -0.01 0.40
C -0.2457 2.0735 2.3465 0.89 -0.07 0.00 -1.13
H -2.5545 -0.1575 1.7695 -0.16 0.03 0.41 0.53
H -3.1705 1.4992 2.1214 0.18 -0.08 0.00 0.37
H -1.9697 3.7417 0.2001 0.07 0.01 -0.16 0.39
H -1.8515 2.5826 -1.1805 -0.10 0.11 0.30 0.38
H -3.3638 0.7562 0.5080 0.04 0.18 0.10 0.40
H -0.3851 3.3338 -0.5684 -0.22 0.06 0.25 0.38
C 0.5185 0.2121 -1.6938 1.04 3.02 -6.39 0.59
O 0.8476 0.4333 -2.8117 -1.11 -1.40 4.55 -0.27
Cl 0.5394 -2.0616 1.1746 0.15 -0.59 0.43 -0.10
O 4.0457 -6.3426 -2.0876 -0.17 0.74 0.04 -0.48
H 3.1756 -6.1076 -2.4189 -0.24 -0.59 -0.16 0.24
H 4.4224 -5.4734 -1.9052 0.51 -0.38 0.15 0.24

---

# 10
19
Properties=species:S:1:pos:R:3:forces:R:3:mulliken_charge:R:1 method="wB97M-V/def2-TZVPD" homo_energy_ev=-9.5 de_lowest_kj_mol=0.00 smiles=CC(C)(O)C(N)(N)Cl homo_lumo_gap_ha=0.381
C 1.5695 0.1850 0.3395 -1.78 1.41 -0.67 -1.92
C 0.2386 -0.5669 0.1926 -0.67 1.63 1.47 0.81
C 0.2341 -1.3578 -1.0690 -1.29 0.14 0.34 -1.22
O 0.0313 -1.4040 1.3430 0.11 -0.82 -0.53 -0.63
C -0.9822 0.4929 0.3278 1.57 -0.87 -4.80 0.54
N -1.0669 0.9441 1.5549 -2.11 1.06 4.54 -0.54
N -0.9421 1.5547 -0.6798 2.80 -3.39 2.15 -0.52
Cl -2.6489 -0.5652 -0.2097 0.18 -0.10 0.33 -0.32
H 1.6553 1.0458 -0.3843 0.09 -1.42 0.32 0.35
H 2.3127 -0.5440 0.3502 1.60 -1.04 -0.66 0.52
H 1.6565 0.6489 1.2772 -0.21 0.69 1.53 0.44
H -0.2787 -0.7101 -1.7733 0.36 -0.29 -0.77 0.34
H -0.4933 -2.1312 -0.7978 0.46 -0.51 -1.03 0.35
H 1.2301 -1.6894 -1.3825 -0.49 -0.06 0.07 0.34
H -0.6942 -2.0266 1.0907 0.72 0.70 0.43 0.43
H -2.0150 1.3186 1.8844 1.97 -0.53 -0.99 0.31
H -0.7362 0.2588 2.2581 -0.27 0.49 -0.75 0.30
H -1.3216 1.3064 -1.5261 -1.14 -0.62 -2.13 0.24
H -1.3742 2.2720 -0.2567 -1.91 3.54 1.15 0.20